(1)
{"formula": "C44H58As2CsIN2O6SSi", "method": "ωB97M-V/def2-TZVPD", "symbols": ["Cs", "C", "C", "As", "C", "C", "C", "C", "C", "C", "C", "C", "C", "C", "C", "C", "As", "C", "C", "C", "C", "C", "C", "C", "C", "C", "C", "C", "C", "H", "H", "H", "H", "H", "H", "H", "H", "H", "H", "H", "H", "H", "H", "H", "H", "H", "H", "H", "H", "H", "H", "H", "H", "O", "N", "N", "O", "C", "C", "C", "C", "C", "C", "H", "H", "H", "H", "H", "O", "H", "H", "I", "C", "C", "C", "C", "O", "Si", "S", "O", "C", "C", "C", "C", "O", "C", "C", "C", "C", "H", "H", "H", "H", "H", "H", "H", "H", "H", "H", "H", "H", "H", "H", "H", "H", "H", "H", "H", "H", "H", "H", "H", "H", "H", "H", "H"], "xyz": [[15.98, 8.41, 12.90], [13.52, 11.64, 15.68], [12.92, 11.47, 17.01], [14.51, 11.30, 18.18], [13.52, 11.10, 19.92], [13.35, 9.88, 20.54], [12.61, 9.81, 21.71], [12.20, 11.02, 22.28], [12.31, 12.21, 21.61], [12.99, 12.28, 20.44], [14.94, 9.45, 17.67], [13.90, 8.51, 17.45], [14.17, 7.37, 16.71], [15.51, 7.16, 16.33], [16.54, 8.03, 16.64], [16.25, 9.21, 17.35], [12.17, 11.79, 14.24], [11.15, 13.34, 14.79], [9.96, 13.57, 14.12], [9.28, 14.80, 14.20], [9.80, 15.83, 14.97], [11.05, 15.66, 15.60], [11.69, 14.43, 15.52], [11.07, 10.30, 14.88], [10.29, 10.24, 16.00], [9.87, 9.09, 16.56], [10.26, 7.87, 16.02], [11.01, 7.87, 14.87], [11.41, 9.07, 14.27], [14.23, 10.90, 15.44], [14.05, 12.58, 15.64], [12.30, 10.57, 17.13], [12.37, 12.38, 17.35], [13.75, 8.99, 20.04], [12.37, 8.90, 22.21], [11.64, 10.98, 23.20], [11.96, 13.07, 22.14], [13.11, 13.21, 19.94], [12.88, 8.75, 17.72], [13.34, 6.71, 16.31], [15.68, 6.34, 15.65], [17.62, 7.94, 16.38], [17.03, 9.92, 17.62], [9.41, 12.82, 13.55], [8.37, 15.03, 13.66], [9.35, 16.87, 15.03], [11.54, 16.54, 16.06], [12.68, 14.35, 15.94], [9.92, 11.15, 16.40], [9.25, 9.16, 17.45], [9.92, 6.92, 16.35], [11.29, 6.91, 14.44], [12.04, 9.13, 13.40], [15.77, 12.96, 13.47], [15.39, 11.89, 12.90], [15.19, 11.95, 11.64], [14.79, 10.83, 11.00], [15.12, 13.19, 10.89], [15.66, 14.43, 11.30], [15.46, 15.54, 10.48], [14.95, 15.50, 9.24], [14.59, 14.24, 8.81], [14.58, 13.12, 9.61], [16.21, 14.60, 12.19], [15.87, 16.44, 10.75], [14.99, 16.34, 8.49], [14.19, 14.14, 7.77], [14.20, 12.14, 9.32], [17.43, 12.20, 15.71], [18.00, 11.47, 15.47], [16.75, 12.30, 14.98], [14.08, 5.14, 13.52], [24.29, 9.49, 13.74], [23.08, 9.33, 12.90], [22.44, 7.96, 13.09], [23.47, 9.46, 11.42], [22.21, 10.46, 13.10], [21.05, 10.67, 14.25], [19.30, 9.57, 14.11], [21.87, 10.47, 15.72], [21.43, 9.97, 16.99], [22.65, 10.13, 17.94], [21.00, 8.52, 16.98], [20.34, 10.83, 17.46], [20.81, 12.31, 14.27], [20.53, 13.23, 13.25], [20.09, 14.45, 14.02], [21.69, 13.57, 12.28], [19.35, 12.69, 12.37], [24.78, 8.53, 13.72], [23.95, 9.59, 14.78], [25.01, 10.24, 13.49], [23.20, 7.28, 12.78], [21.57, 7.86, 12.45], [22.03, 7.66, 14.05], [24.44, 8.99, 11.26], [23.57, 10.50, 11.16], [22.76, 9.03, 10.75], [23.44, 9.47, 17.55], [22.48, 9.88, 18.98], [22.98, 11.16, 17.91], [21.88, 7.97, 16.73], [20.11, 8.34, 16.31], [20.75, 8.32, 18.03], [20.69, 11.80, 17.32], [19.97, 10.63, 18.45], [19.47, 10.67, 16.80], [20.92, 14.88, 14.53], [19.35, 14.16, 14.70], [19.79, 15.22, 13.23], [22.53, 13.87, 12.93], [21.31, 14.43, 11.64], [21.99, 12.77, 11.61], [18.50, 12.46, 13.03], [19.62, 11.75, 11.96], [19.13, 13.42, 11.55]], "largest_force_ev_per_a": 3.5, "relative_energy_ev": 2.774, "gap_ev": 6.7, "total_charge": -2}


(2)
{"formula": "C48H75N11", "method": "ωB97M-V/def2-TZVPD", "symbols": ["N", "C", "C", "C", "C", "H", "H", "H", "H", "H", "N", "C", "C", "C", "C", "H", "H", "H", "H", "H", "N", "C", "C", "C", "C", "H", "H", "H", "H", "H", "N", "C", "C", "C", "C", "H", "H", "H", "H", "H", "N", "C", "C", "C", "C", "H", "H", "H", "H", "H", "N", "C", "C", "C", "C", "H", "H", "H", "H", "H", "N", "C", "C", "C", "C", "H", "H", "H", "H", "H", "N", "C", "C", "C", "C", "H", "H", "H", "H", "H", "N", "C", "C", "C", "C", "H", "H", "H", "H", "H", "C", "C", "N", "C", "C", "C", "C", "H", "H", "H", "H", "H", "H", "H", "H", "H", "H", "H", "H", "H", "H", "H", "C", "C", "N", "C", "C", "C", "C", "H", "H", "H", "H", "H", "H", "H", "H", "H", "H", "H", "H", "H", "H", "H"], "xyz": [[-1.50, 2.52, -4.53], [-2.24, 2.70, -5.67], [-3.52, 3.06, -5.31], [-3.52, 3.19, -3.90], [-2.20, 3.00, -3.43], [-0.60, 2.10, -4.38], [-1.82, 2.30, -6.58], [-4.41, 3.24, -5.88], [-4.36, 3.47, -3.28], [-1.78, 3.08, -2.45], [-3.23, -2.62, -4.88], [-3.09, -1.85, -3.72], [-3.49, -0.56, -4.14], [-3.65, -0.51, -5.48], [-3.48, -1.79, -5.95], [-3.20, -3.63, -4.87], [-2.90, -2.24, -2.73], [-3.64, 0.30, -3.50], [-3.98, 0.33, -6.08], [-3.75, -2.26, -6.88], [-2.57, 3.00, 6.74], [-3.71, 2.88, 6.02], [-3.29, 2.38, 4.75], [-1.92, 2.08, 4.83], [-1.50, 2.50, 6.01], [-2.58, 3.46, 7.64], [-4.58, 3.22, 6.56], [-3.87, 2.21, 3.85], [-1.33, 1.43, 4.20], [-0.55, 2.41, 6.53], [-3.24, 5.17, 0.29], [-2.34, 6.12, -0.26], [-1.21, 5.45, -0.49], [-1.21, 4.12, -0.01], [-2.47, 3.99, 0.58], [-4.22, 5.32, 0.48], [-2.66, 7.13, -0.46], [-0.37, 5.84, -1.03], [-0.48, 3.32, -0.09], [-2.87, 3.17, 1.15], [3.59, -0.45, -4.64], [3.85, -0.82, -3.40], [5.05, -1.57, -3.45], [5.45, -1.57, -4.69], [4.53, -1.02, -5.51], [2.85, 0.21, -4.83], [3.24, -0.52, -2.56], [5.59, -2.06, -2.65], [6.33, -2.12, -4.99], [4.47, -0.77, -6.56], [-3.68, -3.26, 5.97], [-3.87, -2.91, 7.30], [-4.48, -1.68, 7.33], [-4.61, -1.24, 5.97], [-4.04, -2.19, 5.17], [-3.49, -4.20, 5.65], [-3.82, -3.57, 8.15], [-4.92, -1.25, 8.22], [-5.15, -0.38, 5.60], [-4.01, -2.29, 4.10], [0.47, -6.17, -3.20], [0.85, -6.08, -4.54], [0.78, -4.73, -5.00], [0.32, -3.96, -3.90], [0.09, -4.87, -2.82], [0.43, -6.98, -2.60], [1.18, -6.96, -5.07], [1.08, -4.39, -5.98], [0.16, -2.90, -3.82], [-0.20, -4.52, -1.84], [6.30, -4.39, 2.43], [5.24, -3.54, 2.29], [4.44, -3.72, 3.41], [4.95, -4.68, 4.18], [6.16, -5.09, 3.62], [7.10, -4.31, 1.82], [5.11, -2.86, 1.47], [3.49, -3.25, 3.62], [4.52, -5.03, 5.11], [6.92, -5.84, 3.82], [-0.61, -0.49, -6.60], [-0.62, -0.16, -7.94], [0.66, -0.01, -8.41], [1.53, -0.23, -7.30], [0.73, -0.70, -6.27], [-1.45, -0.58, -6.05], [-1.59, -0.16, -8.42], [0.94, 0.35, -9.39], [2.61, -0.18, -7.35], [0.85, -1.05, -5.26], [4.14, 4.49, 4.67], [2.75, 3.88, 4.87], [2.73, 2.63, 4.18], [2.43, 1.41, 4.90], [3.39, 0.86, 5.99], [2.59, 2.64, 2.73], [1.26, 2.47, 2.07], [4.14, 5.15, 3.80], [4.93, 3.74, 4.56], [4.33, 5.13, 5.53], [2.52, 3.90, 5.94], [1.92, 4.44, 4.43], [2.25, 0.62, 4.18], [1.46, 1.53, 5.39], [3.39, 1.55, 6.83], [4.38, 0.64, 5.58], [2.99, -0.04, 6.44], [3.07, 3.56, 2.40], [3.28, 1.84, 2.46], [1.30, 2.41, 0.98], [0.81, 1.52, 2.35], [0.51, 3.22, 2.33], [-2.98, -1.14, 0.73], [-2.13, 0.04, 0.59], [-0.70, -0.25, 0.35], [-0.18, -0.99, 1.44], [1.37, -1.09, 1.39], [-0.39, -0.85, -0.98], [-0.78, 0.07, -2.07], [-2.70, -1.92, 1.45], [-3.04, -1.64, -0.24], [-4.02, -0.85, 0.89], [-2.60, 0.64, -0.19], [-2.12, 0.54, 1.56], [-0.50, -0.76, 2.45], [-0.52, -2.01, 1.27], [1.93, -0.18, 1.18], [1.81, -1.29, 2.36], [1.65, -1.84, 0.65], [-0.75, -1.88, -0.97], [0.69, -0.97, -1.06], [-1.86, 0.17, -2.12], [-0.42, -0.37, -3.00], [-0.30, 1.05, -2.14]], "largest_force_ev_per_a": 6.2, "relative_energy_ev": 5.624, "gap_ev": 7.9, "total_charge": 0}


(3)
{"formula": "CH4N4", "method": "ωB97M-V/def2-TZVPD", "symbols": ["C", "N", "N", "N", "N", "H", "H", "H", "H"], "xyz": [[0.68, 0.43, -0.25], [-3.93, 0.35, -0.36], [-3.20, 0.07, 0.42], [-0.42, -0.21, 0.01], [-0.55, -1.44, 0.05], [0.91, 1.39, -0.12], [1.51, -0.28, -0.37], [-1.17, 0.51, 0.27], [-1.34, -1.91, 0.32]], "largest_force_ev_per_a": 5.2, "relative_energy_ev": 3.235, "gap_ev": 8.8, "total_charge": 0}


(4)
{"formula": "C6H21NO5", "method": "ωB97M-V/def2-TZVPD", "symbols": ["C", "N", "C", "C", "C", "C", "C", "H", "H", "H", "H", "H", "H", "H", "H", "H", "H", "H", "H", "H", "O", "H", "H", "O", "H", "H", "O", "H", "H", "O", "H", "H", "O"], "xyz": [[-1.74, -1.86, -0.37], [0.72, -0.67, 0.05], [-0.17, -0.14, -0.96], [-1.38, -0.69, -1.15], [-2.47, -0.01, -1.91], [1.62, 1.11, -2.14], [0.39, 1.09, -1.64], [-2.41, -1.63, 0.49], [-0.99, -2.42, 0.10], [-2.48, -2.51, -0.88], [1.54, -0.15, 0.29], [0.19, -0.95, 0.85], [-2.83, 0.90, -1.50], [-2.03, 0.26, -2.91], [-3.30, -0.67, -2.01], [1.99, 1.98, -2.67], [2.29, 0.27, -2.18], [-0.26, 1.94, -1.60], [-0.38, 1.94, 2.79], [-1.29, 2.91, 1.77], [-1.16, 2.44, 2.61], [-1.41, 0.28, 2.27], [-1.71, -0.46, 3.51], [-1.11, -0.52, 2.76], [1.63, -1.97, -1.43], [2.13, -3.39, -1.73], [2.33, -2.47, -1.87], [3.34, 1.16, -0.39], [2.69, 2.13, 0.77], [2.50, 1.52, -0.06], [1.79, 0.04, 3.52], [0.64, -0.09, 2.74], [1.33, 0.62, 2.88]], "largest_force_ev_per_a": 4.2, "relative_energy_ev": 3.963, "gap_ev": 7.8, "total_charge": 0}


(5)
{"formula": "C3H2LuO2", "method": "ωB97M-V/def2-TZVPD", "symbols": ["O", "C", "C", "O", "C", "Lu", "H", "H"], "xyz": [[-0.58, 1.53, -0.10], [-0.98, 0.33, 0.10], [-0.13, -0.79, -0.07], [1.04, -0.43, -0.76], [1.59, -0.61, 0.63], [1.59, 1.60, -0.05], [-2.00, 0.17, 0.47], [-0.52, -1.80, -0.21]], "largest_force_ev_per_a": 2.7, "relative_energy_ev": 1.457, "gap_ev": [5.6, 5.6], "total_charge": 1}


What did the fifth record say?
{"formula": "C3H2LuO2", "method": "ωB97M-V/def2-TZVPD", "symbols": ["O", "C", "C", "O", "C", "Lu", "H", "H"], "xyz": [[-0.58, 1.53, -0.10], [-0.98, 0.33, 0.10], [-0.13, -0.79, -0.07], [1.04, -0.43, -0.76], [1.59, -0.61, 0.63], [1.59, 1.60, -0.05], [-2.00, 0.17, 0.47], [-0.52, -1.80, -0.21]], "largest_force_ev_per_a": 2.7, "relative_energy_ev": 1.457, "gap_ev": [5.6, 5.6], "total_charge": 1}